Record 1
DFT (ωB97M-V/def2-TZVPD) results for the ion C9H12N3 with charge +1.

XYZ file:
```
24
C9H12N3, DFT ωB97M-V/def2-TZVPD
C 4.894 0.158 -0.983
C 3.807 0.117 -0.248
C 2.687 0.100 0.301
N 1.491 0.192 0.777
N 0.907 -0.885 1.444
C 0.628 1.282 0.470
C -0.749 1.137 0.219
C -1.841 2.098 0.109
C -3.079 1.921 -0.364
N -1.147 -0.172 0.258
C -1.663 -1.046 -0.509
C -2.109 -2.466 -0.203
H 5.054 0.995 -1.498
H 5.649 -0.746 -0.986
H 0.190 -0.647 2.042
H 1.127 -1.811 1.142
H 0.991 2.226 0.543
H -1.555 2.989 0.592
H -3.795 2.631 -0.292
H -3.302 1.080 -0.895
H -1.630 -0.716 -1.512
H -2.304 -2.562 0.793
H -1.297 -3.026 -0.385
H -2.955 -2.848 -0.814
```

Computed properties:
HOMO energy (alpha / beta) in eV: -11.810 / -11.809
Frontier orbital gap (alpha / beta) in eV: 6.65 / 6.66
Structure (SMILES): C=C=C=[N+](N)/C=C(C=C)\N=C\C
Total charge: +1

---

Record 2
DFT (ωB97M-V/def2-TZVPD) results for a structure of composition C9H12N3O2Se2Te2Ti.

XYZ file:
```
31
C9H12N3O2Se2Te2Ti, DFT ωB97M-V/def2-TZVPD
Ti 6.513 7.617 4.585
N 10.536 6.937 4.835
C 9.190 6.780 4.808
O 8.408 7.570 5.455
C 8.661 5.723 3.900
C 7.175 5.671 3.846
H 10.875 7.741 5.372
H 11.121 6.108 4.580
H 9.123 4.760 4.222
H 9.105 5.895 2.915
H 6.748 4.971 4.571
H 6.727 5.582 2.881
Se 4.931 7.858 2.725
Te 3.737 9.266 4.442
Te 3.345 6.810 6.065
Se 5.710 6.524 6.727
N 9.042 14.037 3.807
C 9.175 13.251 4.883
O 9.840 13.549 5.873
C 8.492 11.964 4.779
C 8.154 11.314 5.969
C 7.381 10.173 5.868
N 7.141 9.616 4.644
C 7.534 10.225 3.510
C 8.220 11.405 3.559
H 9.437 14.957 3.922
H 8.239 13.922 3.226
H 8.503 11.764 6.866
H 6.960 9.662 6.720
H 7.292 9.705 2.571
H 8.600 11.879 2.646
```

Computed properties:
HOMO energy (alpha / beta) in eV: -1.837 / -4.035
2S+1: 3
Frontier orbital gap (alpha / beta) in eV: 3.84 / 6.05
Total charge: -1

---

Record 3
DFT (ωB97M-V/def2-TZVPD) results for the ion C9H12N5 with charge +1.

XYZ file:
```
26
C9H12N5, DFT ωB97M-V/def2-TZVPD
H -0.539 4.089 1.236
N -1.180 3.567 1.803
C -0.928 2.386 2.059
C -1.818 1.418 2.805
C -1.775 0.027 2.285
N -0.888 -0.470 1.530
N 0.078 0.406 1.007
N -0.166 0.430 -0.622
C 0.417 -0.641 -1.223
C -0.336 -1.633 -1.949
C 0.310 -2.390 -2.907
C 1.728 -2.463 -2.888
C 2.443 -1.497 -2.181
C 1.814 -0.580 -1.341
N 0.181 1.733 1.462
H -2.811 1.694 2.869
H -1.599 1.152 3.971
H -2.624 -0.604 2.720
H 0.886 -0.157 0.908
H -1.193 0.550 -0.705
H -1.383 -1.680 -1.916
H -0.175 -3.152 -3.564
H 2.050 -3.246 -3.564
H 3.608 -1.493 -2.321
H 2.429 0.246 -0.761
H 0.678 2.218 0.705
```

Computed properties:
HOMO energy in eV: -12.541
Frontier orbital gap in eV: 8.56
Structure (SMILES): [H]/N=C1/CC=N[N@@H+](Nc2ccccc2)N1
Total charge: +1

---

Record 4
DFT (ωB97M-V/def2-TZVPD) results for an isolated molecule of C9H12NO3P.

XYZ file:
```
26
C9H12NO3P, DFT ωB97M-V/def2-TZVPD
C 1.093 -2.901 2.555
C 0.190 -3.354 1.598
C 1.524 -1.580 2.540
C -0.294 -2.495 0.639
C 1.049 -0.705 1.588
C 0.120 -1.148 0.626
C -0.383 -0.239 -0.310
C 1.375 1.255 -2.485
C -2.238 3.007 -0.722
N -1.378 -0.870 -1.616
O -0.026 2.199 0.989
O 1.234 1.748 -1.163
O -1.263 2.137 -1.272
P -0.105 1.541 -0.311
H 1.461 -3.576 3.312
H -0.138 -4.380 1.619
H 2.230 -1.235 3.280
H -1.000 -2.810 -0.111
H 1.373 0.323 1.568
H 0.897 1.934 -3.194
H 0.933 0.262 -2.583
H 2.446 1.206 -2.685
H -2.057 3.154 0.344
H -3.226 2.571 -0.876
H -2.176 3.968 -1.233
H -1.641 -0.011 -2.098
```

Computed properties:
HOMO energy (alpha / beta) in eV: -7.651 / -9.704
2S+1: 3
Frontier orbital gap (alpha / beta) in eV: 8.50 / 7.53
Total charge: 0

---

Record 5
DFT (ωB97M-V/def2-TZVPD) results for an isolated molecule of C9H12NP.

XYZ file:
```
23
C9H12NP, DFT ωB97M-V/def2-TZVPD
H -0.517 3.670 -0.622
N 0.326 3.024 -0.595
C 0.129 1.766 -0.277
C -1.179 1.283 0.156
C -1.614 0.016 0.279
C -2.978 -0.411 0.828
P -0.505 -1.521 -0.464
C 1.106 -2.358 0.157
C 2.026 -1.524 0.644
C 1.895 -0.029 0.708
C 1.222 0.668 -0.490
C 0.541 -0.346 -1.498
H -1.891 2.003 0.524
H -3.183 -1.301 0.272
H -3.740 0.262 0.473
H -3.171 -0.732 1.858
H 1.000 -3.480 0.016
H 2.940 -1.843 1.059
H 2.860 0.460 0.767
H 1.399 -0.002 1.617
H 2.067 1.009 -1.137
H 1.388 -0.783 -2.065
H -0.121 0.169 -2.210
```

Computed properties:
HOMO energy in eV: -8.284
Frontier orbital gap in eV: 8.53
Structure (SMILES): [H]/N=C1\C=C(C)P2C=CC[C@H]1C2
Total charge: 0

---

Record 6
DFT (ωB97M-V/def2-TZVPD) results for an isolated molecule of C9H12O.

XYZ file:
```
22
C9H12O, DFT ωB97M-V/def2-TZVPD
C -3.045 0.484 0.399
C -1.838 -0.034 0.476
C -1.029 -1.263 0.228
C -0.415 -1.276 -1.103
C 0.561 -0.418 -1.268
C 0.787 0.516 -0.156
C 0.462 1.990 -0.769
O 2.037 0.434 0.425
C 2.374 -0.753 1.016
C -0.488 -0.077 0.998
H -3.291 1.340 0.876
H -3.818 0.227 -0.319
H -1.294 -2.083 0.775
H -0.858 -1.925 -1.992
H 1.236 -0.397 -2.211
H -0.646 1.863 -1.117
H 1.202 1.919 -1.568
H 0.582 2.834 -0.213
H 1.760 -1.090 1.895
H 3.318 -0.577 1.431
H 2.394 -1.530 0.245
H 0.011 -0.186 1.950
```

Computed properties:
HOMO energy in eV: -8.833
Frontier orbital gap in eV: 9.81
Structure (SMILES): C=C1[C@H]2C=C[C@](C)(OC)[C@@H]12
Total charge: 0

---

Record 7
DFT (ωB97M-V/def2-TZVPD) results for an isolated molecule of C9H12O4.

XYZ file:
```
25
C9H12O4, DFT ωB97M-V/def2-TZVPD
C -2.356 0.607 1.029
C -2.246 -0.203 -0.172
O -3.089 -0.832 -0.750
C -0.874 -0.341 -0.650
C -0.311 1.099 -1.211
O -0.795 -1.204 -1.698
C 0.255 -0.808 0.489
O 0.258 -2.229 0.650
C 1.598 -0.317 0.128
C 2.591 -0.919 -0.668
C 3.825 -0.282 -0.381
C 3.509 0.651 0.578
O 2.202 0.667 0.885
H -2.849 1.634 0.914
H -2.855 0.006 1.730
H -1.468 0.874 1.444
H -0.571 2.031 -0.660
H 0.795 1.104 -1.389
H -0.732 1.102 -2.219
H -1.634 -1.091 -2.265
H 0.032 -0.208 1.296
H 0.124 -2.439 -0.348
H 2.522 -1.569 -1.472
H 4.824 -0.613 -0.499
H 4.212 1.321 1.044
```

Computed properties:
HOMO energy in eV: -8.488
Frontier orbital gap in eV: 9.19
Structure (SMILES): CC(=O)[C@](C)(O)[C@@H](O)c1ccco1
Total charge: 0

---

Record 8
DFT (ωB97M-V/def2-TZVPD) results for a structure of composition C9H12O9P2SeSn.

XYZ file:
```
34
C9H12O9P2SeSn, DFT ωB97M-V/def2-TZVPD
Sn 0.604 -1.284 -0.950
C -4.654 -1.043 -0.411
C -4.385 0.442 -0.541
O -5.494 1.173 0.016
P -4.257 0.952 -2.299
O -3.838 2.469 -2.205
O -5.797 1.028 -2.806
O -3.493 0.075 -3.204
P -2.861 1.006 0.357
O -3.270 0.755 1.916
O -2.916 2.495 0.113
O -1.686 0.153 0.055
H -5.587 -1.305 -0.915
H -4.747 -1.298 0.646
H -3.834 -1.611 -0.849
H -5.128 2.022 0.306
H -3.402 2.647 -1.312
H -5.834 0.479 -3.598
H -2.741 0.002 2.211
Se 0.462 -3.047 0.657
O 4.933 -1.756 -1.936
C 4.181 -1.273 -1.084
O 2.920 -1.164 -1.139
C 4.826 -0.739 0.199
C 4.068 -0.116 1.183
C 4.671 0.377 2.332
C 6.042 0.242 2.512
C 6.804 -0.389 1.537
C 6.197 -0.873 0.387
H 2.999 -0.039 1.036
H 4.068 0.861 3.092
H 6.513 0.622 3.412
H 7.874 -0.503 1.676
H 6.764 -1.361 -0.395
```

Computed properties:
HOMO energy in eV: -1.710
Frontier orbital gap in eV: 6.53
Total charge: -2

---

Maximum force (Eh/bohr)
0.11212; 0.07458; 0.07075; 0.07588; 0.05206; 0.10790; 0.09518; 0.01840